A cluster of 4 separate species, C3H14O3S in total. Source: the OMol25 dataset; level of theory: ωB97M-V with the def2-TZVPD basis set.

Computed properties:
E_HOMO = -8.731 eV
E = -746.54514 hartree
max |F| = 7.03 eV Å⁻¹
energy relative to the best compared isomer or geometry (same formula, charge and spin) = 164.7 kJ/mol
total charge = 0

Geometry as XYZ:
```
21
Properties=species:S:1:pos:R:3:nbo_charge:R:1
C -1.9328 -0.4247 1.9172 -0.5800
C -1.2732 -0.5044 0.5810 -0.4609
C -1.7451 0.5860 -0.2998 -0.5238
S -1.4851 0.5320 -2.1594 -0.0750
H -2.0463 0.6716 2.2692 0.2016
H -2.9252 -0.9188 1.8552 0.2052
H -1.2320 -0.9577 2.6483 0.2049
H -1.3194 -1.5347 0.3396 0.2247
H -0.2810 -0.3907 0.9138 0.1916
H -2.9478 0.6782 -0.3422 0.2234
H -1.4744 1.7019 0.1389 0.2323
H -0.2762 -0.0163 -2.1324 0.1425
H 3.1300 0.7355 -1.0338 0.5075
H 4.0946 0.1774 0.1401 0.4832
O 3.7192 -0.0338 -0.7705 -0.9781
H 1.3213 -1.9854 -1.9816 0.4816
H 2.1507 -1.0944 -1.0136 0.5041
O 1.2616 -1.1821 -1.3950 -0.9888
H 0.7286 0.9970 -0.4686 0.4670
H 1.3281 1.3459 0.8683 0.4688
O 1.2044 1.6177 -0.0748 -0.9318
```